Record 1
A structure of composition C20H22F2N7Ti. Source: the Open Molecules 2025 dataset; level of theory: ωB97M-V with the def2-TZVPD basis set.

Computed properties:
multiplicity: 3
HOMO-LUMO gap (alpha / beta): 6.8333 / 9.0000 eV
total charge: +1

Structure (XYZ):
```
52
C20H22F2N7Ti ωB97M-V with the def2-TZVPD basis set
Ti -0.945 -0.378 0.038
C -1.148 -0.885 -3.014
N -1.886 -1.391 -1.848
C -1.822 -2.840 -1.653
C -0.587 -3.186 -0.879
N 0.028 -2.332 -0.094
C 1.088 -3.034 0.477
C 2.060 -2.613 1.380
C 2.999 -3.543 1.776
C 2.978 -4.860 1.290
C 2.019 -5.288 0.393
C 1.078 -4.345 0.000
N -0.005 -4.405 -0.869
C -0.674 0.508 -2.731
N 0.038 0.799 -1.664
C 0.251 2.180 -1.746
C 0.963 3.028 -0.901
C 1.024 4.363 -1.244
C 0.395 4.854 -2.400
C -0.304 4.024 -3.251
C -0.358 2.680 -2.900
N -0.950 1.576 -3.500
H -1.737 -0.922 -3.935
H -0.270 -1.518 -3.158
H -2.855 -1.093 -1.868
H -1.850 -3.401 -2.594
H -2.697 -3.129 -1.066
H 2.068 -1.597 1.750
H 3.771 -3.257 2.477
H 3.733 -5.557 1.627
H 2.006 -6.303 0.021
H -0.319 -5.211 -1.383
H 1.461 2.638 -0.024
H 1.577 5.050 -0.618
H 0.469 5.908 -2.631
H -0.778 4.404 -4.146
H -1.476 1.564 -4.357
C 0.498 1.985 4.814
N 0.224 2.425 3.449
C 0.371 3.842 3.121
C 0.041 1.555 2.491
N -0.130 0.781 1.644
H -0.137 2.540 5.505
H 1.544 2.156 5.071
H 0.273 0.926 4.905
H -0.235 4.433 3.807
H 0.025 4.015 2.105
H 1.414 4.153 3.206
F -4.002 -1.212 0.211
C -2.973 -0.575 0.887
F -2.868 0.754 0.179
H -3.387 -0.265 1.849
```

Record 2
A structure of composition C20H22F6N4NaO9S2 at a distorted geometry. Source: the Open Molecules 2025 dataset; level of theory: ωB97M-V with the def2-TZVPD basis set.

Computed properties:
multiplicity: 1
HOMO-LUMO gap: 7.4964 eV
energy relative to the best compared isomer or geometry (same formula, charge and spin): 3.52 kcal/mol
total charge: -1

Structure (XYZ):
```
64
C20H22F6N4NaO9S2 ωB97M-V with the def2-TZVPD basis set
Na 0.496 -0.371 0.146
C -1.088 -2.701 1.773
O -1.152 -1.966 0.564
C -2.483 -1.642 0.222
C -2.476 -0.683 -0.938
O -1.803 0.490 -0.525
C -1.867 1.530 -1.488
C -1.326 2.795 -0.862
O 0.060 2.878 -1.101
C 0.715 3.681 -0.139
H -1.639 -3.643 1.675
H -1.512 -2.121 2.600
H -0.041 -2.910 1.975
H -2.980 -1.177 1.082
H -3.033 -2.552 -0.051
H -3.516 -0.446 -1.205
H -1.987 -1.124 -1.813
H -2.912 1.667 -1.800
H -1.274 1.266 -2.371
H -1.522 2.758 0.215
H -1.838 3.677 -1.275
H 0.332 4.710 -0.155
H 1.773 3.693 -0.390
H 0.590 3.261 0.864
O 1.220 -0.183 4.347
C 0.679 0.329 3.372
N 1.223 0.701 2.199
C 2.503 1.126 2.176
O 3.133 1.681 3.071
C 3.240 0.968 0.843
C 4.631 0.960 0.874
C 5.320 0.869 -0.318
C 4.603 0.820 -1.505
C 3.223 0.822 -1.437
N 2.541 0.871 -0.289
C -0.841 0.524 3.473
C -1.498 0.024 4.596
C -2.865 0.196 4.699
C -3.536 0.859 3.679
C -2.795 1.319 2.604
N -1.476 1.167 2.497
H 5.126 1.033 1.831
H 6.403 0.834 -0.327
H 5.095 0.751 -2.466
H 2.623 0.764 -2.338
H -0.908 -0.487 5.343
H -3.404 -0.182 5.559
H -4.606 1.018 3.713
H -3.284 1.827 1.777
F 1.198 -4.889 0.108
C 2.472 -4.487 0.112
F 2.946 -4.592 1.360
F 3.174 -5.301 -0.681
S 2.618 -2.742 -0.424
O 1.718 -2.034 0.460
O 4.018 -2.465 -0.372
N 2.092 -2.836 -1.912
S 0.802 -2.124 -2.459
O 0.583 -0.792 -1.919
O -0.336 -2.991 -2.578
C 1.321 -1.803 -4.205
F 1.157 -2.896 -4.954
F 0.537 -0.832 -4.697
F 2.588 -1.407 -4.303
```

Record 3
The molecule C20H22N2O3S at a distorted geometry. Source: the Open Molecules 2025 dataset; level of theory: ωB97M-V with the def2-TZVPD basis set.

Computed properties:
SMILES: Cc1cc(C(=O)CSc2nc3ccccc3o2)c(C)n1C[C@@H]1CCCO1
multiplicity: 1
HOMO-LUMO gap: 8.7871 eV
energy relative to the best compared isomer or geometry (same formula, charge and spin): 28.34 kcal/mol

Structure (XYZ):
```
48
C20H22N2O3S ωB97M-V with the def2-TZVPD basis set
C -2.003 3.719 -2.023
C -1.347 2.386 -2.082
C -1.647 1.251 -1.391
C -0.791 0.214 -1.863
C -0.745 -1.157 -1.412
O -0.020 -2.018 -1.872
C -1.692 -1.501 -0.266
S -1.238 -0.574 1.244
C -0.609 -1.867 2.196
N -0.657 -3.127 1.919
C -0.051 -3.740 2.993
C 0.195 -5.077 3.269
C 0.828 -5.366 4.462
C 1.206 -4.367 5.357
C 0.969 -3.027 5.097
C 0.338 -2.739 3.905
O -0.029 -1.536 3.375
C 0.012 0.785 -2.849
C 1.018 0.118 -3.717
N -0.328 2.094 -2.963
C 0.334 3.043 -3.816
C 1.435 3.875 -3.112
C 2.202 3.142 -1.993
C 1.681 3.802 -0.716
C 1.365 5.207 -1.218
O 0.843 5.026 -2.520
H -1.272 4.523 -2.040
H -2.671 3.851 -2.876
H -2.594 3.790 -1.115
H -2.395 1.167 -0.629
H -1.613 -2.558 -0.015
H -2.717 -1.230 -0.513
H -0.099 -5.846 2.574
H 1.036 -6.396 4.713
H 1.698 -4.643 6.277
H 1.259 -2.249 5.784
H 1.975 0.639 -3.723
H 1.166 -0.896 -3.356
H 0.653 0.065 -4.744
H -0.400 3.751 -4.210
H 0.780 2.502 -4.652
H 2.128 4.213 -3.898
H 3.272 3.317 -2.101
H 2.022 2.071 -1.994
H 0.769 3.309 -0.377
H 2.409 3.800 0.091
H 2.279 5.818 -1.263
H 0.614 5.733 -0.627
```

Record 4
The molecule C20H22N2O4. Source: the Open Molecules 2025 dataset; level of theory: ωB97M-V with the def2-TZVPD basis set.

Computed properties:
SMILES: CCOc1ccccc1NC(=O)c1ccc(NC(=O)[C@H]2CCCO2)cc1
multiplicity: 1
HOMO-LUMO gap: 8.8701 eV
energy relative to the best compared isomer or geometry (same formula, charge and spin): 37.68 kcal/mol

Structure (XYZ):
```
48
C20H22N2O4 ωB97M-V with the def2-TZVPD basis set
C 5.414 1.160 2.764
C 3.987 0.912 2.289
O 3.342 -0.161 2.962
C 3.820 -1.424 2.630
C 4.836 -2.019 3.356
C 5.289 -3.282 3.009
C 4.726 -3.944 1.932
C 3.695 -3.369 1.210
C 3.224 -2.109 1.558
N 2.167 -1.465 0.919
C 1.469 -1.844 -0.191
O 1.691 -2.857 -0.824
C 0.381 -0.898 -0.570
C 0.425 0.471 -0.313
C -0.613 1.287 -0.713
C -1.721 0.756 -1.374
N -2.738 1.632 -1.745
C -3.922 1.372 -2.352
O -4.332 0.286 -2.694
C -4.727 2.665 -2.594
C -6.239 2.423 -2.417
C -6.632 3.386 -1.292
C -5.287 3.682 -0.630
O -4.351 3.695 -1.692
C -1.763 -0.609 -1.648
C -0.716 -1.416 -1.255
H 5.428 1.314 3.840
H 6.050 0.313 2.519
H 5.808 2.047 2.276
H 3.989 0.731 1.204
H 3.363 1.784 2.504
H 5.261 -1.491 4.196
H 6.082 -3.741 3.578
H 5.084 -4.923 1.653
H 3.245 -3.886 0.380
H 1.859 -0.636 1.413
H 1.280 0.920 0.172
H -0.569 2.350 -0.518
H -2.601 2.609 -1.502
H -4.475 3.011 -3.603
H -6.403 1.382 -2.138
H -6.787 2.620 -3.335
H -7.049 4.305 -1.705
H -7.346 2.955 -0.596
H -5.030 2.894 0.092
H -5.239 4.654 -0.138
H -2.612 -1.022 -2.168
H -0.731 -2.473 -1.471
```

Record 5
The molecule C20H22N2O4. Source: the Open Molecules 2025 dataset; level of theory: ωB97M-V with the def2-TZVPD basis set.

Computed properties:
SMILES: Cc1ccc(C(=O)OCC(=O)Nc2ccccc2N2CCOCC2)cc1
multiplicity: 1
HOMO-LUMO gap: 8.8652 eV
energy relative to the best compared isomer or geometry (same formula, charge and spin): 45.43 kcal/mol

Structure (XYZ):
```
48
C20H22N2O4 ωB97M-V with the def2-TZVPD basis set
C -5.531 3.810 4.726
C -4.427 3.175 3.940
C -3.674 3.915 3.035
C -2.670 3.318 2.300
C -2.397 1.961 2.458
C -1.322 1.360 1.648
O -0.652 1.961 0.839
O -1.132 0.055 1.911
C -0.169 -0.582 1.092
C -0.576 -0.485 -0.384
O -1.733 -0.594 -0.726
N 0.423 -0.387 -1.289
C 1.799 -0.121 -1.124
C 2.223 0.986 -0.404
C 3.571 1.284 -0.308
C 4.496 0.486 -0.958
C 4.080 -0.606 -1.697
C 2.730 -0.939 -1.790
N 2.257 -1.996 -2.578
C 1.579 -3.093 -1.905
C 0.749 -3.862 -2.935
O 1.559 -4.347 -3.980
C 2.240 -3.290 -4.613
C 3.117 -2.513 -3.626
C -3.148 1.212 3.361
C -4.149 1.818 4.091
H -5.453 4.894 4.705
H -6.496 3.528 4.304
H -5.511 3.473 5.761
H -3.880 4.968 2.906
H -2.083 3.885 1.594
H 0.825 -0.164 1.268
H -0.191 -1.635 1.386
H 0.126 -0.503 -2.252
H 1.482 1.631 0.044
H 3.892 2.147 0.254
H 5.550 0.715 -0.895
H 4.817 -1.215 -2.197
H 0.932 -2.713 -1.116
H 2.316 -3.781 -1.457
H 0.281 -4.735 -2.478
H -0.031 -3.200 -3.339
H 2.851 -3.744 -5.395
H 1.515 -2.599 -5.071
H 3.595 -1.680 -4.144
H 3.889 -3.192 -3.229
H -2.942 0.160 3.480
H -4.731 1.235 4.791
```

Record 6
The molecule C20H22N4O2S at a distorted geometry. Source: the Open Molecules 2025 dataset; level of theory: ωB97M-V with the def2-TZVPD basis set.

Computed properties:
SMILES: COCc1nnc(SCC(=O)N[C@H](C)c2ccccc2)n1-c1ccccc1
multiplicity: 1
HOMO-LUMO gap: 9.2465 eV
energy relative to the best compared isomer or geometry (same formula, charge and spin): 11.46 kcal/mol

Structure (XYZ):
```
49
C20H22N4O2S ωB97M-V with the def2-TZVPD basis set
C 2.962 0.133 1.928
O 2.983 -1.271 1.836
C 2.896 -1.755 0.521
C 1.558 -1.588 -0.120
N 1.362 -1.448 -1.398
N 0.038 -1.394 -1.623
C -0.566 -1.480 -0.465
S -2.273 -1.518 -0.158
C -2.926 -1.486 -1.864
C -2.909 -0.044 -2.367
O -3.874 0.684 -2.258
N -1.734 0.307 -2.914
C -1.356 1.703 -3.090
C -0.566 1.862 -4.382
C -0.613 2.108 -1.832
C 0.769 2.041 -1.724
C 1.393 2.341 -0.525
C 0.645 2.691 0.586
C -0.736 2.740 0.492
C -1.359 2.453 -0.709
N 0.354 -1.612 0.539
C 0.092 -1.673 1.924
C 0.507 -2.770 2.665
C 0.249 -2.806 4.022
C -0.421 -1.759 4.633
C -0.837 -0.670 3.886
C -0.582 -0.620 2.528
H 3.043 0.369 2.986
H 2.031 0.551 1.532
H 3.807 0.573 1.386
H 3.639 -1.280 -0.136
H 3.130 -2.824 0.586
H -2.319 -2.155 -2.469
H -3.951 -1.843 -1.779
H -0.952 -0.343 -2.816
H -2.291 2.272 -3.150
H -1.213 1.663 -5.232
H -0.181 2.875 -4.463
H 0.263 1.159 -4.413
H 1.371 1.754 -2.571
H 2.471 2.298 -0.459
H 1.135 2.927 1.520
H -1.329 3.008 1.355
H -2.436 2.486 -0.780
H 1.027 -3.582 2.180
H 0.572 -3.656 4.604
H -0.620 -1.793 5.694
H -1.359 0.147 4.361
H -0.895 0.227 1.935
```

Record 7
The molecule C20H22N4O3S at a distorted geometry. Source: the Open Molecules 2025 dataset; level of theory: ωB97M-V with the def2-TZVPD basis set.

Computed properties:
SMILES: CCCc1nnc(NC(=O)[C@@H](CC)OC(=O)c2cc(C)nc3ccccc23)s1
multiplicity: 1
HOMO-LUMO gap: 8.6674 eV
energy relative to the best compared isomer or geometry (same formula, charge and spin): 56.46 kcal/mol

Structure (XYZ):
```
50
C20H22N4O3S ωB97M-V with the def2-TZVPD basis set
C 2.281 1.451 -2.124
C 2.089 2.633 -1.186
C 0.765 3.370 -1.449
C -0.404 2.528 -1.109
N -0.932 1.660 -1.889
N -1.970 1.013 -1.388
C -2.269 1.351 -0.185
N -3.301 0.844 0.561
C -3.674 -0.465 0.755
O -4.700 -0.721 1.332
C -2.700 -1.527 0.267
C -2.952 -1.916 -1.197
C -4.331 -2.534 -1.380
O -1.387 -1.003 0.478
C -0.344 -1.845 0.486
O -0.428 -3.029 0.291
C 0.897 -1.084 0.798
C 0.833 -0.043 1.693
C 1.999 0.690 2.000
C 1.931 1.833 2.963
N 3.157 0.415 1.463
C 3.259 -0.601 0.585
C 4.525 -0.865 0.023
C 4.679 -1.877 -0.883
C 3.581 -2.664 -1.264
C 2.340 -2.435 -0.736
C 2.147 -1.405 0.204
S -1.207 2.612 0.456
H 3.207 0.932 -1.889
H 1.458 0.746 -2.031
H 2.322 1.788 -3.157
H 2.117 2.292 -0.149
H 2.905 3.345 -1.322
H 0.705 3.625 -2.509
H 0.732 4.286 -0.857
H -3.879 1.514 1.058
H -2.832 -2.417 0.898
H -2.838 -1.027 -1.820
H -2.185 -2.639 -1.480
H -4.430 -3.434 -0.778
H -4.479 -2.798 -2.423
H -5.113 -1.839 -1.083
H -0.100 0.214 2.173
H 1.172 2.549 2.649
H 2.897 2.325 3.016
H 1.659 1.470 3.953
H 5.351 -0.243 0.330
H 5.649 -2.078 -1.314
H 3.723 -3.458 -1.981
H 1.500 -3.047 -1.023
```

Record 8
A cluster of 4 separate species, C20H23BF24NO5 in total at a distorted geometry. Source: the Open Molecules 2025 dataset; level of theory: ωB97M-V with the def2-TZVPD basis set.

Computed properties:
multiplicity: 1
HOMO-LUMO gap: 6.7990 eV
total charge: -1

Structure (XYZ):
```
74
C20H23BF24NO5 ωB97M-V with the def2-TZVPD basis set
C 5.479 3.171 -2.959
C 4.810 1.827 -2.877
C 5.316 0.681 -3.732
N 3.813 1.697 -2.081
C 2.500 1.310 -2.751
C 2.265 1.812 -4.178
O 0.893 1.550 -4.323
B 0.325 1.995 -3.018
O 1.528 2.001 -2.071
H 6.340 3.209 -3.621
H 4.719 3.890 -3.238
H 5.804 3.441 -1.955
H 5.193 -0.227 -3.155
H 6.368 0.766 -3.990
H 4.713 0.559 -4.627
H 2.353 0.215 -2.710
H 2.825 1.336 -4.979
H 2.390 2.901 -4.162
H -0.457 1.148 -2.566
H -0.128 3.142 -2.999
C -1.420 -1.812 -2.614
C -2.514 -1.021 -1.882
C -2.250 -0.622 -0.431
F -2.059 -1.697 0.372
F -3.332 0.048 0.044
F -3.703 -1.680 -1.983
F -2.623 0.136 -2.555
O -1.540 -3.232 -2.691
C -1.108 -4.050 -1.694
C -2.265 -4.802 -1.025
F -3.195 -3.954 -0.552
F -1.783 -5.526 0.016
F -0.345 -3.401 -0.793
F -0.324 -5.002 -2.265
H -1.500 -1.491 -3.649
H -0.426 -1.510 -2.288
H -1.379 0.036 -0.370
H -2.736 -5.472 -1.746
C 3.239 -0.592 0.236
C 3.982 -1.876 -0.155
C 3.225 -3.202 -0.056
F 2.805 -3.460 1.199
F 4.056 -4.210 -0.427
F 5.150 -1.959 0.526
F 4.301 -1.756 -1.475
O 3.436 -0.083 1.550
C 2.726 -0.533 2.622
C 3.620 -1.244 3.644
F 4.301 -2.262 3.084
F 2.848 -1.751 4.638
F 1.677 -1.297 2.258
F 2.226 0.553 3.259
H 3.646 0.195 -0.402
H 2.181 -0.647 -0.018
H 2.365 -3.198 -0.731
H 4.335 -0.535 4.066
C -4.984 1.055 2.740
C -3.677 1.788 3.082
C -3.137 1.662 4.508
F -4.010 2.132 5.427
F -2.000 2.386 4.611
F -3.788 3.089 2.737
F -2.725 1.235 2.287
O -6.200 1.790 2.770
C -6.906 1.982 3.921
C -6.949 3.458 4.330
F -5.710 3.965 4.460
F -7.581 3.567 5.525
F -6.469 1.194 4.923
F -8.189 1.623 3.666
H -4.876 0.784 1.693
H -5.071 0.117 3.287
H -2.903 0.618 4.734
H -7.489 4.036 3.578
```

Q: Number 7 is which compound?
A: C20H22N4O3S